Density functional theory data (ωB97M-V with the def2-TZVPD basis set) for a 7-piece molecular cluster, C67H65B2F11INO8 overall.

energy above the lowest of the compared OMol25 structures with the same formula, charge and spin	0.00	kcal/mol
SMILES	COCc1c2c(c(CCCC(F)(F)C(F)(F)F)c(CC(C)C)c1C(F)(F)C(F)F)C(=O)c1c(CB(O)O)c(B(C)O)c(I)c(N(C(=O)F)C(=O)F)c1C2=O.c1ccccc1.c1ccccc1.c1ccccc1.c1ccccc1.c1ccccc1.c1ccccc1
orbital gap	7.773	eV
E	-127755.197	eV
LUMO energy	-1.215	eV
spin multiplicity	1

Each line ends with the Löwdin charge.
Cartesian coordinates (Å):
C  -0.87702  2.10986  0.24905  -0.08
O  -0.38425  1.73200  -1.01854  -0.16
C  -0.98501  0.55799  -1.52929  -0.14
C  -0.49653  -0.67005  -0.76891  -0.05
C  0.87527  -0.85057  -0.74681  -0.01
C  1.46179  -1.87940  -0.01967  0.00
C  0.67003  -2.81543  0.65294  -0.06
C  1.33331  -3.90290  1.47173  -0.12
C  1.29727  -5.32221  0.89777  -0.14
C  2.22542  -5.55306  -0.28566  -0.08
C  1.93602  -6.84770  -1.01064  -0.44
F  2.43767  -7.91316  -0.33746  0.12
F  0.60052  -7.05467  -1.15200  0.11
C  2.54656  -6.87384  -2.43133  -0.57
F  2.68728  -8.11215  -2.88720  0.18
F  1.77015  -6.20193  -3.27813  0.18
F  3.75119  -6.30065  -2.43033  0.17
C  -0.72697  -2.68910  0.58641  -0.06
C  -1.57083  -3.75178  1.27653  -0.09
C  -2.34305  -4.71505  0.32488  -0.37
C  -1.75519  -4.78585  -1.09199  -0.04
C  -2.40477  -6.12270  0.95781  -0.05
C  -1.30095  -1.59025  -0.09189  0.01
C  -2.79893  -1.31454  -0.13907  -0.37
F  -3.54418  -2.10550  0.67132  0.06
F  -3.02021  -0.05291  0.33355  0.10
C  -3.47475  -1.44500  -1.54495  -0.29
F  -2.56922  -1.65212  -2.52414  0.10
F  -4.17778  -0.33200  -1.83415  0.10
C  2.96118  -1.90499  0.00422  -0.24
O  3.61134  -2.91966  -0.04847  0.14
C  3.61112  -0.55475  0.06569  0.00
C  4.74677  -0.28384  0.83602  -0.10
C  5.35813  -1.33222  1.72805  0.01
B  4.52129  -1.41112  3.08018  -0.62
O  3.83796  -2.54985  3.42926  0.17
O  4.47016  -0.32917  3.92800  0.18
C  5.27651  1.01850  0.80801  -0.10
B  6.56103  1.39945  1.67856  -0.61
C  6.51170  2.28701  2.97197  -0.02
O  7.76942  0.87123  1.32956  0.16
C  4.67306  1.99520  0.00895  -0.49
I  5.55860  3.88971  -0.05535  1.25
C  3.55180  1.72007  -0.74514  -0.18
N  2.86551  2.66708  -1.60209  0.12
C  3.59624  3.01131  -2.77716  -0.48
O  3.92017  2.23673  -3.61452  0.20
F  3.89220  4.31739  -2.86179  0.10
C  2.19661  3.68062  -0.90686  -0.52
O  1.99711  3.71965  0.26366  0.16
F  1.67692  4.57246  -1.75612  0.16
C  3.01831  0.43750  -0.70293  0.02
C  1.79916  0.06336  -1.48592  -0.24
O  1.62555  0.43352  -2.61514  0.15
H  -1.95367  2.29522  0.20870  0.09
H  -0.37396  3.02176  0.55332  0.08
H  -0.70219  1.34084  1.00783  0.10
H  -0.66197  0.46287  -2.56014  0.13
H  -2.06386  0.66869  -1.53923  0.11
H  2.34427  -3.61316  1.73210  0.09
H  0.80275  -3.94696  2.42351  0.12
H  0.27447  -5.60524  0.67148  0.08
H  1.61742  -5.98333  1.70524  0.13
H  3.24643  -5.62518  0.08266  0.14
H  2.21668  -4.73776  -1.00568  0.12
H  -2.27088  -3.23984  1.92835  0.12
H  -0.95708  -4.36321  1.92257  0.09
H  -3.37350  -4.38572  0.22586  0.10
H  -0.66774  -4.81259  -1.10834  0.07
H  -2.05422  -3.91984  -1.68138  0.06
H  -2.13516  -5.66787  -1.60129  0.08
H  -2.49166  -6.88536  0.18655  0.08
H  -3.27234  -6.20569  1.60959  0.07
H  -1.49779  -6.34949  1.51444  0.07
H  -4.16816  -2.28634  -1.52170  0.17
H  5.41131  -2.29603  1.23646  0.11
H  6.36487  -1.04097  2.02112  0.11
H  3.94125  -2.78390  4.35711  0.12
H  4.42911  0.50883  3.45605  0.09
H  5.63523  2.92960  3.00764  0.05
H  7.40774  2.90354  3.02682  0.07
H  6.53783  1.62710  3.84314  0.08
H  7.76569  0.49048  0.44509  0.12
C  6.10845  8.10590  2.70852  -0.09
C  5.36062  7.14185  2.04716  -0.13
C  4.01706  7.36065  1.77836  -0.09
C  3.41836  8.54807  2.17581  -0.09
C  4.16311  9.51109  2.84257  -0.09
C  5.50788  9.29116  3.10828  -0.09
H  7.15782  7.93406  2.91226  0.10
H  5.82046  6.21356  1.73440  0.02
H  3.43748  6.60534  1.26108  0.09
H  2.37105  8.72227  1.96606  0.10
H  3.69491  10.43525  3.15569  0.10
H  6.08762  10.04368  3.62681  0.10
C  -6.93742  -2.35778  1.41110  -0.09
C  -8.30723  -2.43355  1.61776  -0.09
C  -8.85584  -3.55295  2.22906  -0.10
C  -8.03513  -4.59834  2.62980  -0.09
C  -6.66515  -4.52531  2.41605  -0.09
C  -6.11610  -3.40407  1.80851  -0.10
H  -6.50822  -1.48068  0.94171  0.10
H  -8.94823  -1.62022  1.30383  0.10
H  -9.92450  -3.60976  2.39250  0.10
H  -8.46305  -5.46996  3.10826  0.10
H  -6.02485  -5.34212  2.72530  0.10
H  -5.05208  -3.34768  1.64751  0.07
C  -11.44814  -0.80249  -1.54349  -0.09
C  -12.81855  -0.87737  -1.33494  -0.10
C  -13.36766  -1.99655  -0.72548  -0.10
C  -12.54666  -3.04272  -0.32682  -0.09
C  -11.17730  -2.97065  -0.54059  -0.10
C  -10.62797  -1.84987  -1.14802  -0.10
H  -11.01940  0.07263  -2.01456  0.10
H  -13.45870  -0.06259  -1.64754  0.10
H  -14.43588  -2.05386  -0.56093  0.10
H  -12.97482  -3.91498  0.15038  0.10
H  -10.53700  -3.78743  -0.23352  0.10
H  -9.55941  -1.79325  -1.31299  0.10
C  7.82466  7.12063  -1.04484  -0.11
C  7.66677  7.08639  -2.42321  -0.09
C  8.76159  7.29413  -3.25037  -0.09
C  10.01153  7.53859  -2.69846  -0.10
C  10.16710  7.57822  -1.31968  -0.10
C  9.07326  7.36762  -0.49203  -0.09
H  6.97067  6.95900  -0.39737  0.07
H  6.69081  6.89797  -2.85239  0.10
H  8.64062  7.26579  -4.32544  0.10
H  10.86552  7.69880  -3.34373  0.10
H  11.14127  7.77304  -0.89021  0.10
H  9.19329  7.39685  0.58357  0.10
C  2.20463  1.58388  -6.36909  -0.08
C  2.43967  1.93531  -7.69129  -0.09
C  2.01821  1.10147  -8.71816  -0.10
C  1.36410  -0.08630  -8.42247  -0.10
C  1.13502  -0.44090  -7.09992  -0.10
C  1.55396  0.39401  -6.07271  -0.08
H  2.52975  2.23201  -5.56960  0.08
H  2.95289  2.86026  -7.92188  0.10
H  2.20010  1.37693  -9.74921  0.10
H  1.03392  -0.73618  -9.22291  0.10
H  0.62953  -1.37023  -6.86926  0.10
H  1.37887  0.12081  -5.04069  0.08
C  -6.79539  -0.39349  5.75835  -0.09
C  -6.78878  0.98350  5.93619  -0.10
C  -5.98787  1.78367  5.13336  -0.10
C  -5.19058  1.20680  4.15414  -0.10
C  -5.19264  -0.17002  3.98098  -0.10
C  -5.99592  -0.97006  4.78189  -0.09
H  -7.42457  -1.01718  6.38021  0.10
H  -7.40919  1.43342  6.70058  0.10
H  -5.98503  2.85734  5.27040  0.10
H  -4.56746  1.83064  3.52588  0.10
H  -4.56862  -0.62113  3.21893  0.09
H  -5.99885  -2.04394  4.64213  0.10